(1)
Molecular formula: C4H5NO
Method: DFT, the ωB97M-V functional and the def2-TZVPD basis

```
! RIJCOSX wB97M-V def2-TZVPD def2/J DEFGRID3
* xyz 0 1
N 2.23 1.09 -0.22
C 1.65 0.09 -0.22
C 0.65 -0.99 -0.14
C -0.55 -0.29 0.50
C -1.03 0.94 -0.12
O -1.79 -0.27 -0.15
H 1.02 -1.82 0.47
H 0.41 -1.36 -1.14
H -0.60 -0.38 1.59
H -1.38 1.75 0.51
H -0.61 1.24 -1.08
*
```

energy relative to the best compared isomer or geometry (same formula, charge and spin)	41.02	kcal per mole
frontier orbital gap	11.7	eV
SMILES	N#CC[C@H]1CO1
M	83.1	g/mol
LUMO	0.901	eV
HOMO	-10.81	eV


(2)
Molecular formula: C4H5NO
Method: DFT, the ωB97M-V functional and the def2-TZVPD basis

```
! RIJCOSX wB97M-V def2-TZVPD def2/J DEFGRID3
* xyz 0 1
O -0.29 2.02 1.22
C 0.65 1.41 0.78
C 0.48 0.37 -0.31
C -0.43 -0.77 0.17
C -0.97 -1.54 -0.96
N -1.38 -2.12 -1.87
H 1.68 1.59 1.17
H 1.44 -0.02 -0.66
H -0.01 0.88 -1.14
H -1.27 -0.35 0.74
H 0.10 -1.46 0.84
*
```

energy relative to the best compared isomer or geometry (same formula, charge and spin)	16.67	kcal per mole
frontier orbital gap	10.9	eV
SMILES	N#CCCC=O
M	83.1	g/mol
LUMO	0.405	eV
HOMO	-10.54	eV


Among the records above, which one has the lowest energy relative to the best compared isomer or geometry (same formula, charge and spin)?
number 2